(1)
Entry from OMol25: 14 unconnected molecules or ions with the total composition C25H70O14 (the ωB97M-V functional and the def2-TZVPD basis).

Output
max |F|: 3.18 eV Å⁻¹
Kohn-Sham gap: 9.497 eV
LUMO level: 0.1 eV

Structure (ORCA input):
```
! RIJCOSX wB97M-V def2-TZVPD def2/J DEFGRID3
* xyz 0 1
C -0.640 1.155 -0.025
C -1.037 0.362 1.235
C -0.485 -1.057 0.909
O -0.537 -1.120 -0.498
C -0.144 0.131 -1.050
H 0.084 1.959 0.091
H -1.545 1.617 -0.429
H -2.101 0.178 1.386
H -0.709 0.850 2.154
H -0.959 -1.915 1.388
H 0.538 -1.202 1.294
H -0.580 0.270 -2.038
H 0.943 0.136 -1.169
C -4.428 -0.777 -1.065
C -5.039 -2.168 -1.112
C -3.840 -3.017 -1.507
O -3.087 -2.165 -2.381
C -3.561 -0.820 -2.331
H -3.772 -0.582 -0.218
H -5.204 -0.012 -1.123
H -5.882 -2.214 -1.800
H -5.403 -2.535 -0.147
H -4.054 -3.925 -2.068
H -3.241 -3.223 -0.619
H -4.080 -0.552 -3.256
H -2.697 -0.154 -2.270
C 4.299 -1.262 -3.175
C 5.035 -1.474 -1.858
C 3.955 -1.143 -0.852
O 3.351 0.028 -1.428
C 3.524 0.043 -2.836
H 3.605 -2.075 -3.382
H 4.964 -1.110 -4.024
H 5.831 -0.740 -1.690
H 5.599 -2.404 -1.755
H 4.290 -0.808 0.128
H 3.146 -1.878 -0.773
H 4.030 0.966 -3.115
H 2.586 -0.079 -3.392
C 0.960 6.148 -1.573
C -0.317 6.116 -2.398
C -0.165 4.757 -3.043
O 0.555 3.948 -2.071
C 0.782 4.770 -0.920
H 0.940 7.032 -0.932
H 1.883 6.166 -2.149
H -0.451 6.813 -3.232
H -1.211 6.155 -1.777
H 0.514 4.794 -3.899
H -1.118 4.325 -3.353
H 1.791 4.604 -0.515
H 0.122 4.643 -0.059
O 1.743 -3.486 1.183
H 2.073 -4.387 1.255
H 1.113 -3.404 1.919
O -3.437 3.365 1.589
H -2.878 2.583 1.575
H -4.312 3.022 1.398
O -0.490 -4.040 -0.576
H -0.787 -3.181 -0.916
H 0.468 -3.937 -0.472
O -4.317 0.744 1.976
H -4.062 0.048 2.593
H -5.235 0.548 1.759
O -0.154 -4.200 3.081
H -0.375 -4.537 3.953
H -0.982 -4.250 2.570
O -3.766 4.047 -1.944
H -3.476 3.318 -1.384
H -3.644 4.829 -1.396
O -2.508 -4.375 1.607
H -2.061 -4.214 0.756
H -3.230 -4.977 1.403
C -0.401 -3.254 -6.145
C -0.443 -3.524 -4.648
C 0.086 -2.431 -3.746
O -1.799 -3.859 -4.322
H -0.512 -4.172 -6.727
H 0.603 -2.903 -6.409
H -1.209 -2.601 -6.470
H 0.129 -4.440 -4.464
H 0.399 -2.883 -2.806
H -0.593 -1.598 -3.554
H 0.980 -1.957 -4.166
H -2.143 -3.186 -3.717
C 3.247 3.714 2.457
C 2.294 2.528 2.681
C 3.081 1.208 2.531
O 1.937 2.620 4.072
H 2.693 4.632 2.253
H 3.766 3.534 1.508
H 3.976 3.805 3.258
H 1.497 2.560 1.944
H 3.085 0.811 1.511
H 2.560 0.411 3.067
H 4.098 1.314 2.904
H 2.701 2.893 4.584
C 1.410 -0.572 7.445
C 1.370 -0.018 6.036
C 0.776 -0.956 5.014
O 0.631 1.199 6.017
H 1.588 0.175 8.216
H 2.082 -1.427 7.519
H 0.428 -0.986 7.711
H 2.403 0.267 5.785
H -0.185 -1.290 5.422
H 1.415 -1.810 4.782
H 0.465 -0.503 4.070
H 0.855 1.628 5.177
*
```

These are the Mulliken partial charges, in e, on atoms 1 to 8: atom 1 (C): 1.5431, atom 2 (C): 0.4156, atom 3 (C): -0.3793, atom 4 (O): 0.7117, atom 5 (C): -0.6412, atom 6 (H): -0.5306, atom 7 (H): -0.5316, atom 8 (H): -0.9828


(2)
Entry from OMol25: a molecular structure, C6H24Br2N12O6Y (the ωB97M-V functional and the def2-TZVPD basis).

Output
energy relative to the best compared isomer or geometry (same formula, charge and spin): 373.1 kcal/mol
max |F|: 7.64 eV Å⁻¹
Kohn-Sham gap: 5.340 eV
LUMO level: -5.2 eV

Structure (ORCA input):
```
! RIJCOSX wB97M-V def2-TZVPD def2/J DEFGRID3
* xyz 1 1
Y -1.112 -0.796 0.177
Br -2.185 -3.338 3.068
Br -4.094 -0.384 -2.373
C -1.243 -5.259 -2.242
O -1.151 -4.095 -1.773
N -1.089 -6.306 -1.479
N -1.415 -5.467 -3.519
H -0.960 -7.218 -1.892
H -0.894 -6.228 -0.491
H -1.486 -6.399 -3.902
H -1.277 -4.755 -4.222
C -4.123 2.151 3.146
O -3.430 1.368 2.530
N -4.742 3.116 2.562
N -4.301 2.010 4.403
H -4.518 3.374 1.611
H -5.304 3.707 3.158
H -4.926 2.632 4.896
H -3.690 1.298 4.777
C -0.828 3.931 -1.009
O -0.609 2.806 -0.564
N 0.095 4.737 -1.360
N -1.950 4.427 -1.269
H 1.043 4.414 -1.225
H -0.159 5.416 -2.063
H -1.935 5.304 -1.771
H -2.825 3.924 -1.252
C 1.422 0.120 -4.055
O 0.760 -0.118 -3.073
N 1.067 -0.225 -5.282
N 2.483 0.836 -3.944
H 1.791 0.028 -5.940
H 0.223 -0.685 -5.590
H 2.881 1.264 -4.768
H 2.856 0.982 -3.017
C 1.312 1.631 3.738
O 0.730 0.763 3.137
N 0.951 2.270 4.756
N 2.474 2.109 3.336
H 1.646 2.931 5.071
H 0.164 1.969 5.313
H 3.086 2.462 4.059
H 2.847 2.075 2.398
C 3.602 -2.701 0.563
O 2.514 -2.284 0.249
N 4.706 -2.051 0.379
N 3.778 -3.797 1.169
H 4.592 -1.160 -0.083
H 5.549 -2.273 0.888
H 2.985 -4.406 1.310
H 4.692 -4.112 1.463
*
```

These are the Mulliken partial charges, in e, on atoms 1 to 8: atom 1 (Y): 2.0361, atom 2 (Br): -0.5673, atom 3 (Br): -0.5769, atom 4 (C): 0.5840, atom 5 (O): -0.6129, atom 6 (N): -0.3594, atom 7 (N): -0.3620, atom 8 (H): 0.1694


(3)
Entry from OMol25: 7 unconnected molecules or ions with the total composition C18H32Br10O6 (the ωB97M-V functional and the def2-TZVPD basis).

Output
energy relative to the best compared isomer or geometry (same formula, charge and spin): 44.4 kcal/mol
max |F|: 3.51 eV Å⁻¹
SMILES string: C[C@H]1COC(=O)O1.C[C@H]1COC(=O)O1.BrCCBr.BrCCBr.BrCCBr.BrCCBr.BrCCBr
Kohn-Sham gap: 9.525 eV
LUMO level: 0.0 eV

Structure (ORCA input):
```
! RIJCOSX wB97M-V def2-TZVPD def2/J DEFGRID3
* xyz 0 1
C -3.601 -1.852 -0.386
C -3.561 -3.320 0.132
C -3.759 -4.451 -0.854
O -2.483 -5.063 -0.999
C -1.614 -4.418 -0.143
O -0.426 -4.676 -0.055
O -2.257 -3.578 0.629
H -2.869 -1.666 -1.172
H -3.334 -1.160 0.412
H -4.619 -1.622 -0.699
H -4.241 -3.357 0.983
H -4.358 -4.264 -1.746
H -4.171 -5.393 -0.494
C 1.104 -2.659 -2.574
C 0.374 -2.309 -3.890
C 0.317 -3.426 -4.919
O -1.040 -3.787 -4.940
C -1.804 -2.838 -4.359
O -3.034 -2.879 -4.357
O -1.042 -2.000 -3.714
H 0.766 -3.652 -2.277
H 0.907 -2.003 -1.726
H 2.169 -2.820 -2.739
H 0.865 -1.394 -4.221
H 0.945 -4.295 -4.720
H 0.554 -3.041 -5.911
Br -1.968 1.435 4.564
C -0.608 2.835 5.085
C 0.481 2.178 6.035
Br 1.626 1.209 4.802
H -1.206 3.470 5.740
H -0.288 3.383 4.198
H 0.006 1.514 6.758
H 1.125 2.912 6.519
Br 2.121 2.681 -2.923
C 0.142 3.301 -3.020
C -0.693 2.035 -3.480
Br -2.565 2.488 -3.399
H 0.116 4.063 -3.799
H -0.146 3.702 -2.048
H -0.573 1.247 -2.737
H -0.218 1.826 -4.439
Br 3.131 4.930 1.441
C 1.611 6.177 1.512
C 2.068 7.592 1.106
Br 0.456 8.758 0.949
H 1.213 6.203 2.526
H 0.778 5.804 0.916
H 2.370 7.801 0.079
H 2.799 8.012 1.797
Br 0.956 -3.389 4.037
C 2.597 -2.875 3.073
C 2.558 -3.231 1.574
Br 4.113 -2.460 0.573
H 3.537 -3.185 3.529
H 2.690 -1.799 3.221
H 1.684 -2.724 1.164
H 2.569 -4.311 1.428
Br 2.875 0.764 0.015
C 1.379 1.885 0.680
C 0.459 0.992 1.550
Br -0.498 -0.301 0.290
H 0.899 2.369 -0.170
H 1.934 2.594 1.294
H -0.298 1.638 1.996
H 0.979 0.403 2.306
*
```

These are the Mulliken partial charges, in e, on atoms 1 to 8: atom 1 (C): -1.1142, atom 2 (C): 0.5075, atom 3 (C): -0.4784, atom 4 (O): -0.3471, atom 5 (C): 0.6153, atom 6 (O): -0.5642, atom 7 (O): -0.2636, atom 8 (H): 0.0835


(4)
Entry from OMol25: a molecular structure, C36H39N2OPS4Se2V (the ωB97M-V functional and the def2-TZVPD basis).

Output
energy relative to the best compared isomer or geometry (same formula, charge and spin): 2.4 kcal/mol
max |F|: 0.35 eV Å⁻¹
Kohn-Sham gap (spin up / spin down): 7.801 / 7.772 eV
LUMO level (spin up / spin down): -5.2 / -5.3 eV

Structure (ORCA input):
```
! RIJCOSX wB97M-V def2-TZVPD def2/J DEFGRID3
* xyz 2 4
V 0.030 0.703 -0.792
C 3.733 -0.931 -1.371
C 3.592 -1.215 -2.860
S 2.726 0.033 -3.843
C 4.001 1.307 -4.068
C 4.374 2.148 -2.846
S 2.836 2.623 -2.019
C 3.411 3.605 -0.613
C 2.322 3.686 0.460
S 1.493 2.124 0.931
C 2.979 1.098 1.169
C 2.710 -0.396 1.133
S 2.151 -0.995 -0.484
H 4.189 0.039 -1.196
H 4.369 -1.697 -0.921
H 3.044 -2.146 -3.016
H 4.584 -1.361 -3.291
H 3.577 1.957 -4.834
H 4.894 0.846 -4.494
H 4.915 3.035 -3.177
H 5.018 1.603 -2.155
H 3.660 4.621 -0.921
H 4.322 3.160 -0.211
H 1.518 4.353 0.152
H 2.746 4.106 1.372
H 3.413 1.375 2.131
H 3.679 1.360 0.381
H 1.955 -0.694 1.853
H 3.629 -0.932 1.380
Se -1.079 0.059 -4.341
Se -1.296 -1.025 -2.289
C -2.676 0.057 -1.468
C -4.025 -0.154 -1.668
C -4.914 0.693 -1.020
C -4.415 1.703 -0.213
C -3.043 1.836 -0.071
N -2.183 1.022 -0.683
C -0.548 1.819 -3.798
C -0.544 2.765 -4.816
C -0.334 4.092 -4.495
C -0.173 4.440 -3.162
C -0.168 3.431 -2.227
N -0.306 2.131 -2.525
H -4.364 -0.955 -2.311
H -5.980 0.567 -1.149
H -5.076 2.385 0.302
H -2.619 2.617 0.547
H -0.729 2.464 -5.839
H -0.324 4.845 -5.271
H -0.046 5.468 -2.857
H -0.027 3.653 -1.176
O -0.297 -0.355 0.970
P -0.990 -1.479 1.724
C -2.338 -0.812 2.698
C -2.423 0.566 2.873
C -3.402 1.098 3.702
C -4.291 0.255 4.352
C -4.196 -1.123 4.192
C -3.214 -1.659 3.376
C -1.612 -2.731 0.593
C -2.974 -2.870 0.332
C -3.409 -3.811 -0.592
C -2.491 -4.617 -1.251
C -1.131 -4.478 -0.999
C -0.690 -3.536 -0.085
C 0.103 -2.253 2.922
C 0.635 -1.401 3.897
C 1.473 -1.903 4.876
C 1.776 -3.261 4.896
C 1.236 -4.111 3.944
C 0.396 -3.613 2.956
H -1.704 1.210 2.382
H -3.462 2.168 3.851
H -5.052 0.669 4.999
H -4.881 -1.777 4.715
H -3.127 -2.735 3.274
H -3.696 -2.251 0.848
H -4.467 -3.925 -0.785
H -2.834 -5.360 -1.958
H -0.416 -5.107 -1.513
H 0.373 -3.420 0.099
H 0.381 -0.346 3.892
H 1.878 -1.244 5.632
H 2.425 -3.655 5.666
H 1.459 -5.169 3.973
H -0.037 -4.292 2.234
*
```

These are the Mulliken partial charges, in e, on atoms 1 to 8: atom 1 (V): -0.1067, atom 2 (C): -0.3482, atom 3 (C): -1.0998, atom 4 (S): 0.1400, atom 5 (C): -0.9415, atom 6 (C): -0.9974, atom 7 (S): 0.5653, atom 8 (C): -1.2297


(5)
Entry from OMol25: 8 unconnected molecules or ions with the total composition C33H56N9 (the ωB97M-V functional and the def2-TZVPD basis).

Output
max |F|: 1.28 eV Å⁻¹
Kohn-Sham gap: 8.452 eV
LUMO level: -4.4 eV

Structure (ORCA input):
```
! RIJCOSX wB97M-V def2-TZVPD def2/J DEFGRID3
* xyz 1 1
C 4.758 2.223 -1.404
C 4.590 2.113 -2.856
C 5.133 3.047 -3.731
C 5.017 2.905 -5.059
C 4.312 1.819 -5.505
N 3.801 1.010 -4.619
N 3.909 1.089 -3.310
H 4.267 1.390 -0.935
H 4.392 3.164 -1.042
H 5.813 2.169 -1.180
H 5.668 3.880 -3.317
H 5.438 3.603 -5.751
H 4.156 1.604 -6.538
H 3.258 0.214 -4.971
C 0.037 -3.152 -3.627
C 0.906 -4.022 -4.532
C 2.317 -3.468 -4.801
C 2.283 -2.156 -5.435
N 2.255 -1.107 -5.898
H -0.156 -2.178 -4.084
H -0.927 -3.630 -3.462
H 0.491 -2.984 -2.651
H 0.390 -4.156 -5.484
H 1.020 -5.010 -4.087
H 2.866 -4.147 -5.453
H 2.880 -3.365 -3.872
C 3.732 -3.836 -0.065
C 3.179 -3.030 1.105
C 1.857 -3.590 1.643
C 0.824 -3.579 0.612
N 0.016 -3.570 -0.203
H 3.050 -3.817 -0.917
H 4.686 -3.424 -0.396
H 3.896 -4.877 0.216
H 3.034 -1.994 0.796
H 3.908 -3.022 1.916
H 1.502 -2.995 2.484
H 1.987 -4.617 1.988
C -1.920 -0.730 -1.358
C -3.165 0.042 -0.927
C -2.839 1.282 -0.089
C -2.123 0.940 1.136
N -1.531 0.667 2.080
H -1.378 -1.119 -0.495
H -2.194 -1.583 -1.977
H -1.239 -0.100 -1.937
H -3.816 -0.623 -0.358
H -3.722 0.360 -1.809
H -3.752 1.809 0.187
H -2.214 1.969 -0.662
C 0.281 5.516 -0.401
C 1.304 6.467 0.205
C 1.362 7.809 -0.529
C 1.749 7.576 -1.920
N 2.081 7.384 -3.002
H 0.525 5.280 -1.439
H 0.257 4.580 0.159
H -0.721 5.945 -0.378
H 2.294 6.004 0.180
H 1.056 6.630 1.254
H 2.093 8.473 -0.068
H 0.394 8.309 -0.505
C -0.917 -2.217 4.189
C 0.202 -2.211 5.225
C 0.004 -3.261 6.326
C -1.239 -3.023 7.056
N -2.221 -2.833 7.616
H -1.877 -1.970 4.640
H -0.726 -1.477 3.412
H -1.006 -3.197 3.712
H 0.270 -1.221 5.677
H 1.159 -2.402 4.733
H 0.829 -3.232 7.037
H -0.035 -4.263 5.897
C -2.700 4.142 5.934
C -3.468 4.021 4.624
C -2.571 3.632 3.443
C -1.525 4.615 3.195
N -0.674 5.361 3.007
H -1.948 4.930 5.884
H -3.376 4.387 6.752
H -2.197 3.205 6.182
H -3.967 4.967 4.408
H -4.248 3.265 4.729
H -3.162 3.542 2.531
H -2.087 2.672 3.622
C -5.416 -4.457 -2.178
C -4.052 -4.097 -1.598
C -4.022 -4.133 -0.067
C -4.976 -3.178 0.493
N -5.715 -2.407 0.912
H -6.181 -3.746 -1.866
H -5.383 -4.444 -3.267
H -5.727 -5.453 -1.863
H -3.767 -3.101 -1.940
H -3.304 -4.793 -1.981
H -3.026 -3.884 0.302
H -4.277 -5.129 0.298
*
```

These are the Mulliken partial charges, in e, on atoms 1 to 8: atom 1 (C): -1.1264, atom 2 (C): 0.6803, atom 3 (C): -0.1451, atom 4 (C): -0.7275, atom 5 (C): -0.0392, atom 6 (N): 0.4923, atom 7 (N): -0.7588, atom 8 (H): 0.2938